1.
This record from the Open Molecules 2025 dataset describes 17 unconnected molecules or ions with the total composition C42H67N18O2 at a distorted geometry. The level of theory is ωB97M-V with the def2-TZVPD basis set.

Each line ends with the Mulliken charge.
Atoms and positions in Å:
C  -3.1593  0.7701  -3.0045  -0.871
H  0.5822  -1.4547  -1.7226  0.385
C  4.8938  2.0857  -0.8912  -0.122
C  -6.4108  1.9113  -4.2025  0.418
C  5.9582  -1.5658  -2.7773  0.393
C  -4.0127  -7.1951  5.8394  0.345
H  2.1343  -1.6302  -2.7129  0.300
N  -5.8817  1.0965  -4.8834  -0.433
H  1.3900  0.2157  2.6469  0.383
H  0.7998  -2.8178  -5.1285  0.326
N  -0.6211  -7.9257  -0.7794  -0.478
C  5.7052  3.4813  -3.9034  0.521
H  -6.9306  -3.2495  4.8710  0.123
H  3.6180  4.0548  4.3534  0.317
H  -1.4827  -0.8858  -1.2498  -0.177
H  -1.8191  -6.9207  -2.3451  0.440
C  -2.1306  -1.4023  -2.0423  0.333
C  3.1990  4.0188  3.3464  -0.573
H  -1.0395  0.3202  -5.0740  0.018
H  2.7528  3.0363  3.1812  0.034
C  9.4149  4.8066  -0.1051  -0.193
H  -4.6675  -7.4085  7.8611  0.244
H  7.1709  4.6225  -2.8485  0.134
N  -7.6971  -5.1827  7.3366  -0.516
H  -5.6588  -2.7324  1.4822  0.149
H  0.2057  2.5525  1.6546  0.288
N  -2.6585  -1.9898  8.0275  -0.451
C  6.9824  4.2709  -3.8645  -0.751
C  -1.8944  3.4061  -6.4547  -0.504
H  -3.3667  -5.1320  8.1843  0.131
H  -1.7959  -2.4864  -2.2658  -0.378
H  -7.2268  2.5449  -2.3339  0.255
H  2.3877  -1.0958  0.2344  0.484
C  -0.8664  0.0454  -3.9581  -0.380
H  2.4244  4.7826  3.2554  0.275
H  -6.0541  0.4393  8.5169  0.243
H  -5.8646  -6.6751  6.7695  -0.017
C  -7.9228  -3.5297  5.2301  -0.575
N  -4.6651  -0.2002  -0.2497  -0.520
C  0.2696  -7.6729  -0.0374  0.431
C  10.1662  11.1186  -3.4317  0.268
H  -4.3487  0.3709  9.0143  0.207
H  -8.0514  3.2055  -3.7636  0.326
N  0.6690  1.8415  1.0663  0.076
C  -5.1723  -1.2329  0.0449  0.538
C  1.2123  -0.9550  -2.5378  -1.001
H  -8.4621  -2.6279  5.5247  0.301
N  7.3097  2.4088  0.2374  -0.579
H  11.0904  9.4362  -4.3679  0.265
H  7.1900  -0.8193  -4.3557  0.363
N  -0.6996  1.5582  -7.9979  -0.418
C  -2.2516  -0.5385  -3.3926  0.469
N  -4.5118  2.6220  6.7089  -0.436
C  -5.0906  -7.4410  6.8555  -0.435
C  0.3785  -0.9687  -3.9268  0.421
H  10.2530  4.1469  0.1262  0.281
H  -1.0021  -5.8179  -3.4729  0.318
H  -3.1878  -1.5130  -1.5803  -0.145
C  -3.1667  -3.0137  8.3468  0.310
C  -3.0908  -0.1303  3.6458  -0.758
H  -2.8647  3.6720  -6.8777  0.277
H  -2.5710  1.2997  -2.1514  0.118
H  0.7691  2.9602  -2.0333  0.406
N  -3.1608  -6.9993  5.0367  -0.431
H  7.8163  3.6441  -4.1852  0.288
H  -2.2590  -0.7539  3.3129  0.242
H  -0.6291  1.0618  -3.4442  -0.107
C  -7.7962  -4.4559  6.4038  0.406
H  -2.8407  -1.1485  -4.1865  0.149
O  0.3131  2.9327  -1.1519  -0.480
H  1.1500  -7.6970  1.9074  0.274
H  -3.6488  -4.4872  9.8173  0.307
C  1.8237  -0.1037  0.3345  -0.242
C  -1.4624  -5.9013  -2.4861  -0.801
N  10.0966  12.2840  -3.2211  -0.377
H  -2.8969  0.2095  4.6650  0.349
H  7.0905  0.2387  -2.9305  0.184
C  4.2802  4.2650  2.3343  0.355
C  -5.1793  1.0382  8.7758  -0.640
H  9.3306  9.2943  -4.1629  0.232
H  -0.7152  -5.6776  -1.7248  0.062
C  9.7739  5.7072  -1.2513  0.312
C  -1.2270  2.3743  -7.3172  0.336
H  2.3091  -7.8502  0.5683  0.273
H  8.5467  4.2000  -0.3675  -0.186
H  -4.8797  -4.2732  8.5521  0.191
H  -3.1714  0.7380  2.9892  0.269
H  -8.4681  -4.0231  4.4236  0.284
C  -4.8066  1.9236  7.6219  0.344
H  6.9068  5.1318  -4.5311  0.331
H  -5.3607  -3.3502  -0.1584  0.199
H  -3.2726  1.4895  -3.8982  0.123
C  10.2541  9.6435  -3.6980  -0.579
H  -5.5408  -8.4214  6.6906  0.311
H  -6.4610  3.8380  -3.2834  0.258
C  6.5257  -0.4318  -3.5813  -0.618
N  -5.3745  -1.5407  3.5732  -0.459
H  -1.2726  4.3013  -6.3984  0.277
H  -1.0243  -2.6759  -4.6864  0.300
H  -2.0412  3.0096  -5.4482  0.061
H  5.7160  0.1283  -4.0535  0.184
C  -2.6096  -4.9384  -2.3750  0.614
H  -4.1634  0.4658  -2.5343  0.284
C  0.0419  -2.4916  -4.3212  -1.161
H  1.1265  -0.5852  -4.7302  0.623
C  -4.3660  -0.9186  3.6056  0.319
H  10.4066  9.1050  -2.7613  0.190
O  1.7338  0.3697  -2.1807  0.015
C  1.3965  -7.3530  0.9014  -0.726
N  5.1346  4.4611  1.5349  -0.387
C  6.2410  2.2672  -0.2574  0.120
N  1.4900  0.6570  -0.8918  0.887
H  -6.8801  -2.5039  0.2110  0.284
C  0.8122  1.8403  -0.3828  -0.167
H  9.1781  5.4040  0.7771  0.259
C  1.2878  0.6216  1.5832  -0.777
H  4.9980  1.5581  -1.8401  0.103
N  -3.5171  -4.1776  -2.2883  -0.527
H  1.5659  -6.2752  0.9246  0.239
N  4.6949  2.8574  -3.9344  -0.490
C  -3.8068  -4.3100  8.7520  -0.501
N  5.5091  -2.4608  -2.1400  -0.482
N  10.0580  6.4185  -2.1580  -0.439
H  4.4361  3.0592  -1.0739  0.351
H  -5.4108  1.6462  9.6521  0.281
C  -5.8092  -2.5388  0.4189  -0.551
H  4.2462  1.5055  -0.2303  0.068
C  -7.0808  2.9415  -3.3402  -0.799
H  0.2133  -3.1782  -3.3990  0.186

Results
HOMO   -12.29 eV
Orbital gap   9.1 eV
Total charge   +1
Lowest unoccupied orbital energy   -3.157 eV

=====

2.
This record from the Open Molecules 2025 dataset describes C4H7N3O2S in the gas phase at a distorted geometry. The level of theory is ωB97M-V with the def2-TZVPD basis set.

Each line ends with the natural charge from an NBO analysis.
Atoms and positions in Å:
H  0.0432  2.2009  0.4089  0.193
C  -0.5069  -1.8526  -0.1047  -0.129
H  1.4572  1.5839  -1.0495  0.409
N  -2.2139  -0.4283  0.3190  -0.454
S  1.8257  -0.2279  0.1802  2.370
H  2.2227  0.2261  -1.9711  0.436
N  2.0193  0.7615  -1.1157  -1.067
H  -1.7589  2.0430  0.0551  0.242
O  2.5609  -1.4315  -0.2698  -0.890
H  0.0331  -2.6897  -0.5411  0.242
C  -1.8532  -1.7110  -0.0405  -0.085
C  -0.9852  1.7267  0.7146  -0.646
C  -1.0620  0.2140  0.4295  0.349
H  -2.6423  -2.5021  -0.1711  0.216
N  -0.0071  -0.5943  0.1192  -0.564
H  -1.2460  2.1704  1.6778  0.247
O  2.1134  0.5109  1.3590  -0.866

Results
HOMO   -9.03 eV
SMILES string   Cc1nccn1S(N)(=O)=O
Orbital gap   9.4 eV
Total charge   0
Lowest unoccupied orbital energy   0.381 eV
Energy above the lowest of the compared OMol25 structures with the same formula, charge and spin   26.0 kcal/mol

=====

3.
This record from the Open Molecules 2025 dataset describes a molecular structure, C35H54AsNPSe2W. The level of theory is ωB97M-V with the def2-TZVPD basis set.

Each line ends with the Löwdin spin population.
Atoms and positions in Å:
H  -1.9880  3.3900  -0.5270  -0.001
H  -0.6911  7.8483  -2.7846  0.000
C  -1.0588  -2.3461  -1.0693  0.004
C  0.4861  -4.3086  -0.5257  0.012
H  -1.0162  7.2250  -0.4160  0.000
H  1.9121  2.8332  3.4068  0.000
C  -4.0221  -1.9386  4.9802  -0.001
C  -3.5437  -2.7358  2.6421  0.002
W  0.5203  -0.7209  -0.3940  1.745
C  -1.6866  -1.9301  1.3915  0.008
C  4.0062  -1.3298  -1.4945  0.007
C  -2.0631  -1.1212  3.6174  0.001
C  3.0598  -2.0472  -2.4296  0.017
H  -5.0806  -1.8139  4.7533  0.000
C  -0.7050  1.8891  3.6351  0.001
H  -2.6817  -0.2417  -0.5190  0.002
C  -3.1990  -1.9246  3.7258  -0.007
H  -3.9239  -1.2513  -1.2249  0.001
H  3.5600  -2.2860  -3.3691  0.000
H  0.3787  1.9764  1.8000  0.002
H  -3.0794  -3.3850  0.6425  0.000
H  -0.3867  -3.7754  -5.5821  0.000
Se  1.4654  -1.0077  -2.8831  0.011
H  -3.2231  0.0274  -2.1975  0.000
C  0.6423  4.4637  -1.4740  0.003
H  1.0019  -5.1143  -1.0437  0.000
H  -1.3828  2.7208  0.9960  0.000
H  -0.7914  0.8930  -3.3961  0.000
H  0.5279  6.3298  -4.3042  0.000
H  2.9791  0.2954  -4.3685  0.001
C  1.4667  -1.3535  3.1992  0.002
C  -0.3296  -3.5013  -1.4936  0.012
C  2.3445  0.5989  -3.5385  0.007
C  -0.9493  1.8211  -2.8492  0.012
H  2.0478  -2.8625  1.7260  0.002
H  2.6501  1.3458  2.8182  0.000
C  -0.3226  6.8994  -2.4196  0.003
H  -2.7407  -1.6711  -3.9441  0.000
H  4.7997  -1.9985  -1.1642  0.000
Se  3.1225  -0.6756  0.1392  0.031
H  3.3874  1.6993  0.9146  0.000
C  -1.3763  -3.6944  -5.1299  -0.001
C  -0.5095  6.5471  -1.0896  0.000
C  -0.4399  -3.8893  -2.8105  0.007
H  -1.7845  -0.5038  4.4600  0.000
H  -4.4185  -3.3699  2.7166  0.000
H  1.8711  1.3811  4.3913  0.000
H  -2.0185  2.0081  -2.7653  0.000
P  0.3140  -0.3412  2.1685  0.012
H  0.1076  -4.7611  -3.1504  0.000
H  -3.9122  -2.8936  5.4968  0.000
H  1.8658  -1.7101  5.2801  0.000
C  -1.6782  2.4769  -0.0194  -0.001
H  -0.1592  -4.7539  0.2344  0.000
H  -1.8134  -4.6955  -5.1499  0.000
C  1.5692  -2.7920  2.7033  0.003
C  -0.0288  5.3352  -0.6185  0.002
C  -1.3030  -1.1124  2.4525  -0.003
H  -3.7233  -1.1480  5.6657  0.000
C  1.0423  -1.3329  4.6733  -0.001
H  1.4031  4.1855  -3.4690  0.000
C  -2.7972  -2.7498  1.4739  -0.005
H  1.4703  3.2015  0.0737  0.000
C  -2.0457  -2.1479  -3.2627  0.010
C  0.4420  1.4213  2.7387  0.006
H  -1.9936  -3.0405  -5.7406  0.000
N  -0.8684  -1.8331  0.2434  -0.021
H  3.8155  1.5769  -0.8124  0.000
C  0.3582  6.0445  -3.2748  0.000
C  1.7998  1.7490  3.3685  0.001
H  -2.5060  1.7737  -0.0011  0.000
C  -1.2758  -3.2182  -3.7183  -0.002
H  2.6773  -2.9769  -2.0075  0.001
C  -1.9928  -1.7196  -1.9476  0.006
H  0.1869  -1.9879  4.8344  0.000
H  2.9273  1.0811  -2.7616  0.001
As  -0.2165  1.7386  -1.0504  0.045
H  -0.1524  5.0815  0.4292  0.000
H  -0.6399  1.4415  4.6265  0.000
H  -0.6290  2.9692  3.7709  0.000
H  1.2241  -3.7067  0.0049  0.007
H  -0.5007  2.6615  -3.3776  0.001
C  3.9075  1.1133  0.1636  0.029
C  1.1584  3.1485  -0.9713  0.020
H  4.9519  0.9913  0.4394  0.001
H  2.4439  -0.8709  3.1009  0.000
H  -1.6858  1.6668  3.2172  0.000
H  1.5679  1.2655  -3.9047  0.000
H  2.0042  2.7997  -1.5625  0.000
C  -2.9919  -0.7229  -1.4428  0.004
H  2.1782  -3.3678  3.4007  0.000
H  0.5873  -3.2672  2.6536  0.000
H  0.7899  -0.3405  5.0435  0.000
C  0.8393  4.8321  -2.8033  0.002
H  4.4650  -0.4598  -1.9595  0.000

Results
HOMO (alpha / beta)   -15.74 / -15.85 eV
Orbital gap (alpha / beta)   6.5 / 6.1 eV
Total charge   +3
2S+1   3
Lowest unoccupied orbital energy (alpha / beta)   -9.259 / -9.726 eV
Energy above the lowest of the compared OMol25 structures with the same formula, charge and spin   0.0 kcal/mol

=====

4.
This record from the Open Molecules 2025 dataset describes C3H5N3S2 in the gas phase. The level of theory is ωB97M-V with the def2-TZVPD basis set.

Each line ends with the natural charge from an NBO analysis.
Atoms and positions in Å:
H  -1.4322  -1.8397  0.6124  0.266
C  2.0823  -0.0744  -0.0808  0.186
N  1.4779  1.1624  -0.2098  -0.426
C  -1.3927  -1.0248  -0.1454  -0.586
N  0.1121  0.9856  -0.0134  -0.411
C  -0.0442  -0.3717  -0.0793  0.419
H  -2.6709  0.3374  1.3336  0.136
H  -1.5093  -1.5221  -1.1077  0.263
N  1.0831  -1.0306  -0.0691  -0.485
H  1.9020  1.9643  0.2107  0.416
S  3.7061  -0.2857  0.0649  -0.178
S  -2.8072  0.0945  0.0051  -0.018
H  -0.5068  1.6049  -0.5212  0.419

Results
HOMO   -8.22 eV
SMILES string   S=c1nc(CS)[nH][nH]1
Orbital gap   8.5 eV
Total charge   0
Lowest unoccupied orbital energy   0.321 eV
Energy above the lowest of the compared OMol25 structures with the same formula, charge and spin   12.4 kcal/mol

=====

What did we get for total energy? Answer: -75538.86617, -23660.51883, -241283.50308, -29332.16754 eV, in the order shown.